The following is a quantum chemistry calculation of an isolated ion of composition C12H13IN and charge +1 in a non-equilibrium geometry, from OMol25.

* orbital gap: 8.8 eV
* total charge: +1
* E_LUMO: -3.61 eV
* SMILES: C#CC[NH2+][C@]1(I)CCc2ccccc21

XYZ file:
```
27
Properties=species:S:1:pos:R:3:mulliken_charge:R:1
C -1.62 4.71 0.70 0.200
C -1.02 3.68 0.79 -1.027
C -0.28 2.53 1.38 -0.115
N -0.86 1.28 0.76 -0.035
C 0.23 0.20 0.62 -0.332
I 1.01 -0.27 2.62 0.260
C 1.39 0.75 -0.38 -0.562
C 1.95 -0.45 -0.99 -1.213
C 0.82 -1.47 -1.02 0.201
C 0.86 -2.75 -1.46 -0.542
C -0.23 -3.62 -1.20 -0.481
C -1.33 -3.14 -0.47 -0.676
C -1.33 -1.84 0.05 -0.480
C -0.15 -1.09 -0.06 0.340
H -1.98 5.68 0.41 0.463
H -0.39 2.54 2.41 0.468
H 0.76 2.47 1.15 0.280
H -1.15 1.39 -0.21 0.496
H -1.69 1.04 1.40 0.446
H 2.06 1.34 0.16 0.501
H 0.82 1.38 -1.14 0.381
H 2.58 -0.86 -0.21 0.317
H 2.56 -0.42 -1.84 0.631
H 1.64 -3.20 -2.11 0.351
H -0.19 -4.63 -1.46 0.477
H -2.23 -3.79 -0.53 0.341
H -2.20 -1.50 0.64 0.310
```



The following is a quantum chemistry calculation of an isolated ion of composition C12H13N2 and charge +1 in a non-equilibrium geometry, from OMol25.

* orbital gap: 8.9 eV
* total charge: +1
* E_LUMO: -3.48 eV
* SMILES: C[C@@]1(c2ccccc2)C#CCC(=[NH2+])N1

XYZ file:
```
27
Properties=species:S:1:pos:R:3:mulliken_charge:R:1
C 0.41 2.39 0.17 -1.751
C 0.21 0.99 -0.32 1.883
C -1.17 0.36 -0.25 0.073
C -1.22 -0.85 -0.80 -0.318
C -2.37 -1.67 -0.72 -0.635
C -3.54 -1.17 0.00 -0.695
C -3.40 0.05 0.49 -0.272
C -2.28 0.85 0.53 -0.593
C 0.89 0.82 -1.55 -0.551
C 1.92 0.18 -1.68 -0.067
C 2.90 -0.62 -0.99 -0.626
C 2.18 -0.52 0.41 0.586
N 2.83 -1.21 1.30 -0.386
N 1.10 0.08 0.63 -0.241
H 0.11 2.68 1.29 0.332
H 0.10 3.26 -0.45 0.326
H 1.50 2.52 0.12 0.479
H -0.38 -1.36 -1.31 0.254
H -2.33 -2.57 -1.23 0.458
H -4.52 -1.54 -0.05 0.408
H -4.31 0.52 0.85 0.325
H -2.17 1.81 0.99 0.401
H 2.89 -1.69 -1.26 0.378
H 3.91 -0.31 -1.10 0.445
H 3.80 -1.55 1.21 0.252
H 2.33 -1.48 2.21 0.254
H 0.62 0.04 1.48 0.283
```



The following is a quantum chemistry calculation of an isolated molecule of C12H13N3O6 in a non-equilibrium geometry, from OMol25.

* orbital gap: 7.4 eV
* E_LUMO: -0.89 eV
* SMILES: O=C=N[C@@H]1OC(=O)O[C@@]1(CCCCn1cccc1)ON=O

XYZ file:
```
34
Properties=species:S:1:pos:R:3:mulliken_charge:R:1
O 2.96 -2.54 3.26 -0.387
C 3.19 -1.73 2.46 0.743
N 3.27 -0.85 1.62 -0.599
C 2.66 -1.12 0.34 -0.416
O 3.51 -1.04 -0.78 -0.426
C 2.61 -1.40 -1.78 0.555
O 2.78 -2.16 -2.65 -0.496
O 1.47 -0.68 -1.52 -0.414
C 1.47 -0.25 -0.13 1.038
C 1.72 1.25 -0.18 -0.902
C 0.60 2.07 -0.84 -1.104
C -0.73 2.15 -0.04 -0.504
C -1.97 1.66 -0.83 -0.770
N -2.49 0.40 -0.32 0.333
C -2.80 0.04 0.97 -0.629
C -3.22 -1.26 0.94 -0.494
C -3.19 -1.71 -0.41 -0.602
C -2.74 -0.65 -1.15 -0.331
O 0.21 -0.68 0.32 -0.092
N 0.16 -1.13 1.70 0.224
O 0.40 -0.28 2.45 -0.230
H 2.23 -2.14 0.38 0.676
H 1.96 1.67 0.79 0.311
H 2.61 1.36 -0.81 0.480
H 0.99 3.09 -0.89 0.324
H 0.46 1.75 -1.87 0.523
H -0.89 3.19 0.23 0.623
H -0.64 1.59 0.89 0.308
H -1.62 1.44 -1.84 0.360
H -2.73 2.43 -0.90 0.220
H -2.71 0.72 1.80 0.439
H -3.52 -1.86 1.79 0.442
H -3.45 -2.69 -0.79 0.435
H -2.58 -0.59 -2.22 0.361
```



The following is a quantum chemistry calculation of an isolated molecule of C12H13NO in a non-equilibrium geometry, from OMol25.

* orbital gap: 9.2 eV
* E_LUMO: 0.83 eV
* SMILES: c1cc2c3c(ccc2o1)CCNCC3

XYZ file:
```
27
Properties=species:S:1:pos:R:3:mulliken_charge:R:1
C -3.34 -1.16 -0.06 -0.302
C -2.14 -1.56 -0.15 -0.752
C -1.22 -0.39 -0.03 0.855
C 0.19 -0.31 -0.09 0.787
C 0.71 0.97 0.02 1.303
C -0.15 2.19 0.10 -1.570
C -1.57 1.90 0.16 -0.625
C -2.16 0.65 0.00 0.002
O -3.41 0.18 -0.01 -0.387
C 2.11 1.37 0.20 -0.705
C 2.95 0.51 -0.66 -0.907
N 3.23 -0.84 -0.24 -0.269
C 2.37 -1.42 0.60 -0.803
C 0.90 -1.61 0.02 -0.981
H -4.14 -1.81 -0.47 0.310
H -1.57 -2.64 -0.32 0.167
H 0.12 3.11 0.39 0.503
H -2.38 2.64 0.20 0.319
H 2.33 2.33 -0.38 0.372
H 2.40 1.64 1.32 0.313
H 2.16 0.50 -1.49 0.326
H 3.90 1.06 -0.94 0.422
H 4.14 -1.15 0.18 0.283
H 2.06 -0.79 1.40 0.388
H 2.64 -2.46 1.21 0.318
H 0.29 -2.23 0.94 0.349
H 0.75 -2.58 -0.86 0.283
```



ΔE to the lowest compared entry with this formula, charge and spin? In order: 0.0; 93.3; 42.6; 121.9 kcal per mole.